[1]
{"formula": "C38H39F6IN7O4PPbS2Si", "method": "ωB97M-V with the def2-TZVPD basis set", "species": ["Pb", "N", "C", "S", "N", "N", "C", "C", "C", "C", "C", "C", "C", "C", "C", "C", "C", "C", "N", "H", "H", "H", "H", "H", "H", "H", "H", "H", "H", "H", "F", "P", "F", "F", "F", "F", "F", "I", "C", "C", "N", "N", "C", "H", "H", "H", "N", "C", "C", "C", "C", "C", "C", "S", "O", "O", "O", "H", "H", "H", "H", "H", "H", "C", "C", "C", "C", "Si", "O", "C", "C", "C", "C", "C", "C", "C", "C", "C", "C", "C", "C", "H", "H", "H", "H", "H", "H", "H", "H", "H", "H", "H", "H", "H", "H", "H", "H", "H", "H", "H"], "xyz": [[-0.5867, 0.9200, -0.2486], [-4.1678, 0.4054, 2.9019], [-3.0442, 0.7395, 2.1839], [-3.1268, 0.2949, 0.4957], [-2.0880, 1.2665, 2.8818], [-0.9270, 1.5956, 2.2122], [0.0105, 2.0192, 2.9841], [-0.1543, 2.0824, 4.4640], [0.1497, 0.9699, 5.2393], [0.0123, 1.0242, 6.6182], [-0.4351, 2.1898, 7.2248], [-0.7368, 3.3012, 6.4508], [-0.5909, 3.2515, 5.0722], [1.3187, 2.4405, 2.4163], [2.4021, 2.6335, 3.2617], [3.6226, 3.0067, 2.7156], [3.7156, 3.1822, 1.3509], [2.5800, 2.9706, 0.5817], [1.4058, 2.6115, 1.0895], [-5.0237, 0.3380, 2.3762], [-4.2383, 0.8434, 3.8091], [0.5102, 0.0661, 4.7610], [0.2606, 0.1603, 7.2208], [-0.5383, 2.2349, 8.3006], [-1.0867, 4.2105, 6.9210], [-0.8190, 4.1215, 4.4688], [2.2946, 2.4871, 4.3262], [4.4845, 3.1500, 3.3533], [4.6427, 3.4674, 0.8751], [2.6306, 3.0836, -0.4921], [1.7177, -1.3417, -1.7304], [3.0273, -0.1988, -1.5476], [3.2406, -0.3594, -3.1185], [1.9292, 0.9667, -1.8717], [4.1707, 0.8907, -1.3853], [2.6081, -0.1154, 0.0046], [4.0057, -1.4043, -1.2523], [-2.6622, 1.8310, -6.8286], [-1.5771, 1.2013, -5.2373], [-0.2779, 0.7321, -5.2236], [-0.0220, 0.3959, -3.9554], [-1.0624, 0.6285, -3.1293], [-2.0051, 1.1366, -3.9029], [0.4466, 0.6233, -6.0129], [0.8397, 0.0381, -3.5719], [-2.9682, 1.4024, -3.4969], [-1.1117, 3.5759, -0.7233], [-0.9946, 3.9546, -2.0868], [-2.0690, 4.4830, -2.7912], [-1.9430, 4.7231, -4.1527], [-0.7455, 4.4546, -4.7996], [0.3416, 3.9670, -4.0854], [0.2115, 3.7072, -2.7354], [-0.5798, 4.6433, -6.5455], [-1.9726, 4.2564, -7.0715], [-0.3787, 6.0181, -6.8881], [0.4096, 3.6842, -6.9555], [-1.9219, 3.9524, -0.2476], [-0.2804, 3.7986, -0.1854], [-3.0068, 4.6832, -2.2867], [-2.7809, 5.1089, -4.7179], [1.2672, 3.7554, -4.6037], [1.0345, 3.2664, -2.1895], [-3.3172, -2.7881, 1.8691], [-2.0631, -3.1801, 2.4406], [-1.5313, -4.5246, 2.2072], [-1.2914, -2.2304, 3.2251], [0.7146, -2.5888, -0.3862], [-0.0928, -1.5012, 0.3735], [-0.1704, -3.4612, -1.7356], [-1.1232, -2.7871, -2.5079], [-1.8492, -3.4615, -3.4752], [-1.6432, -4.8221, -3.6717], [-0.7105, -5.5078, -2.9082], [0.0292, -4.8298, -1.9483], [2.1410, -3.5232, 0.2931], [2.3774, -3.6099, 1.6678], [3.4763, -4.2992, 2.1576], [4.3561, -4.9044, 1.2723], [4.1348, -4.8304, -0.0958], [3.0338, -4.1461, -0.5828], [-3.9607, -2.3207, 2.6221], [-3.8239, -3.5550, 1.2928], [-3.0862, -1.9008, 1.2220], [-1.7922, -5.0908, 3.1150], [-0.4436, -4.5371, 2.1527], [-1.9875, -5.0231, 1.3549], [-1.8955, -1.4619, 3.7076], [-0.7036, -1.7252, 2.4275], [-0.5901, -2.7104, 3.9057], [-1.2938, -1.7282, -2.3502], [-2.5763, -2.9309, -4.0764], [-2.2105, -5.3484, -4.4284], [-0.5523, -6.5665, -3.0666], [0.7699, -5.3668, -1.3675], [1.7208, -3.1036, 2.3671], [3.6555, -4.3536, 3.2235], [5.2264, -5.4250, 1.6499], [4.8283, -5.2954, -0.7834], [2.8771, -4.0875, -1.6534]], "atomic_forces_ev_per_a": [[0.44, -0.22, 0.12], [-0.01, -0.08, 0.02], [-0.02, 0.04, 0.07], [0.00, 0.27, -0.13], [-0.02, 0.03, -0.13], [-0.09, -0.22, 0.07], [0.07, -0.01, -0.04], [-0.05, 0.00, -0.01], [0.01, -0.01, 0.01], [0.00, 0.02, -0.01], [0.01, 0.00, 0.00], [-0.01, 0.00, 0.00], [0.02, 0.01, 0.00], [-0.09, -0.04, -0.01], [0.07, 0.02, 0.01], [-0.01, -0.03, 0.05], [0.01, 0.00, -0.05], [-0.04, -0.04, -0.01], [-0.07, -0.02, -0.04], [-0.01, 0.02, 0.01], [0.00, 0.01, 0.00], [-0.01, -0.01, -0.01], [0.00, 0.00, 0.00], [-0.01, 0.00, 0.00], [0.02, 0.01, 0.00], [-0.02, 0.00, 0.00], [0.00, 0.01, 0.00], [-0.01, 0.02, 0.00], [0.00, 0.00, -0.01], [-0.02, -0.01, -0.09], [-0.40, -0.54, 0.34], [0.70, 0.55, 0.15], [-0.03, -0.05, -0.08], [-0.19, -0.08, 0.06], [-0.16, -0.14, -0.02], [0.00, -0.04, -0.10], [-0.11, -0.11, 0.02], [0.10, 0.21, -0.19], [0.08, 0.02, 0.09], [0.03, -0.10, -0.03], [-0.08, 0.03, 0.00], [0.07, 0.13, -0.11], [-0.23, -0.20, 0.15], [0.02, 0.04, 0.00], [0.10, 0.04, -0.02], [0.02, 0.05, 0.02], [-0.02, 0.04, 0.16], [0.02, -0.04, 0.12], [0.04, -0.08, -0.09], [-0.02, 0.06, 0.00], [0.03, 0.00, 0.23], [-0.06, -0.06, -0.05], [-0.05, 0.01, 0.00], [-0.19, -0.25, -0.60], [0.02, 0.06, 0.19], [-0.06, 0.11, 0.18], [0.03, -0.14, 0.14], [-0.05, 0.05, -0.13], [0.02, 0.02, 0.03], [0.00, 0.01, 0.00], [-0.01, 0.00, -0.01], [0.00, -0.01, 0.00], [0.08, 0.02, 0.05], [-0.17, 0.03, 0.05], [0.07, -0.03, 0.07], [0.07, 0.04, -0.14], [-0.14, -0.04, 0.08], [0.42, 0.64, -0.96], [-0.23, 0.12, 0.63], [-0.01, -0.30, 0.01], [0.01, -0.06, 0.09], [0.03, 0.02, 0.00], [-0.02, -0.02, -0.03], [0.04, 0.00, -0.02], [-0.12, 0.08, -0.08], [-0.05, 0.09, 0.19], [0.05, 0.08, 0.00], [-0.04, 0.00, -0.01], [0.04, -0.02, 0.02], [0.02, 0.01, -0.02], [-0.02, -0.10, 0.01], [0.02, 0.04, -0.01], [0.00, -0.02, 0.02], [0.04, -0.04, -0.07], [-0.03, 0.00, 0.00], [0.10, 0.01, 0.02], [0.02, 0.01, 0.01], [0.01, 0.02, -0.04], [0.09, 0.02, -0.12], [0.03, 0.01, -0.03], [-0.03, -0.02, -0.01], [-0.01, 0.00, 0.00], [-0.01, 0.00, 0.01], [0.00, 0.00, -0.01], [-0.05, -0.02, 0.01], [-0.05, 0.04, -0.02], [0.00, 0.01, 0.00], [-0.01, -0.03, 0.00], [0.00, 0.00, 0.00], [0.02, 0.04, 0.00]], "homo_lumo_gap_ev": [6.3, 6.2], "e_above_lowest_kcal_mol": 10.88, "multiplicity": 2, "charge": 1, "total_energy_ha": -4672.70807}

=====

[2]
{"formula": "C32H49ClNO4PTl", "method": "ωB97M-V with the def2-TZVPD basis set", "species": ["Tl", "P", "Cl", "C", "H", "H", "C", "C", "C", "H", "C", "H", "H", "C", "H", "H", "C", "H", "H", "C", "H", "H", "H", "H", "C", "C", "H", "C", "H", "H", "C", "H", "H", "C", "H", "H", "C", "H", "H", "H", "H", "C", "H", "C", "H", "H", "C", "H", "H", "C", "H", "H", "C", "H", "H", "H", "H", "C", "C", "H", "C", "H", "C", "H", "H", "C", "H", "H", "C", "H", "H", "H", "H", "O", "C", "O", "C", "C", "C", "C", "C", "C", "N", "O", "O", "H", "H", "H", "H"], "xyz": [[2.0714, 1.9304, 2.3516], [-0.2086, 0.5076, -1.5110], [1.7076, 3.5968, 0.1889], [-1.6715, 0.2099, -0.4845], [-1.5341, 0.2501, 0.5893], [-2.3422, -0.5922, -0.8056], [1.6769, 0.7199, -1.5724], [-0.7737, 2.2801, -1.6998], [2.2222, 0.7892, -3.0144], [1.8643, 1.7318, -1.1287], [3.6881, 1.2267, -3.0331], [2.1444, -0.1992, -3.4914], [1.6501, 1.4973, -3.6341], [4.5631, 0.3498, -2.1282], [4.0580, 1.1927, -4.0665], [3.7447, 2.2714, -2.6972], [3.9668, 0.1746, -0.7195], [4.6829, -0.6373, -2.5966], [5.5670, 0.7905, -2.0582], [2.4958, -0.2704, -0.7520], [4.5661, -0.5521, -0.1559], [4.0376, 1.1376, -0.1882], [2.4311, -1.2720, -1.2018], [2.0990, -0.3522, 0.2710], [-0.7696, -0.5694, -2.9075], [-2.2816, 2.1405, -1.7205], [-0.4381, 2.6737, -0.7171], [-2.9494, 3.5011, -1.6344], [-2.6087, 1.6479, -2.6482], [-2.4781, 1.2953, -0.8528], [-2.3627, 4.4882, -2.6663], [-4.0264, 3.3852, -1.8016], [-2.8296, 3.9236, -0.6256], [-0.8258, 4.5544, -2.6783], [-2.7144, 4.2123, -3.6697], [-2.7451, 5.4927, -2.4587], [-0.1423, 3.1841, -2.7380], [-0.4725, 5.1620, -3.5221], [-0.4862, 5.0542, -1.7583], [-0.2135, 2.7566, -3.7486], [0.9169, 3.3300, -2.4831], [0.0141, -1.8843, -2.9040], [-1.8184, -0.8283, -2.7225], [-0.6395, -2.8578, -3.8915], [1.0604, -1.6975, -3.1935], [0.0336, -2.3170, -1.8935], [-0.8023, -2.2325, -5.2888], [-0.0412, -3.7756, -3.9466], [-1.6259, -3.1528, -3.5017], [-1.4019, -0.8162, -5.2851], [0.1844, -2.1945, -5.7727], [-1.4328, -2.8844, -5.9040], [-0.7136, 0.0997, -4.2710], [-1.3427, -0.3607, -6.2819], [-2.4704, -0.8764, -5.0271], [0.3351, 0.2653, -4.5558], [-1.2129, 1.0762, -4.2535], [-0.1045, -2.5347, 0.7448], [-1.4287, -2.3709, 0.4046], [0.6924, -2.1708, 0.0907], [-2.5498, -2.5439, 1.3928], [-1.7023, -2.3160, -0.6570], [-2.0380, -2.7598, 2.8307], [-3.2189, -1.6719, 1.4102], [-3.1783, -3.4041, 1.1049], [-0.8263, -3.6847, 2.8781], [-1.7555, -1.7906, 3.2673], [-2.8369, -3.1806, 3.4546], [0.3473, -3.2063, 1.9945], [-0.4763, -3.8014, 3.9124], [-1.1276, -4.6768, 2.5121], [0.9815, -2.5084, 2.5616], [0.9864, -4.0772, 1.7739], [1.5970, -0.6075, 3.5455], [0.4908, -0.1801, 4.0471], [-0.4532, 0.3480, 3.3800], [0.3593, -0.2529, 5.5511], [-0.8598, 0.0759, 6.1905], [-0.9441, 0.1649, 7.5809], [0.2135, -0.0738, 8.3566], [1.4224, -0.4402, 7.7445], [1.4897, -0.5368, 6.3534], [0.1540, 0.0846, 9.7695], [-0.9368, 0.4227, 10.2845], [1.1883, -0.1213, 10.4455], [-1.7488, 0.2678, 5.5898], [-1.8579, 0.4294, 8.0851], [2.2875, -0.6249, 8.3741], [2.4275, -0.8346, 5.8881]], "atomic_forces_ev_per_a": [[-0.24, -0.11, 0.08], [-2.77, 0.24, 0.31], [0.25, 0.24, 0.40], [2.80, -2.62, 1.51], [-0.09, 0.01, 0.27], [0.75, 0.08, 0.23], [0.08, 0.29, 0.24], [0.51, -0.70, 0.10], [-0.17, -0.02, -0.24], [-0.52, -0.76, -0.26], [0.02, 0.03, 0.30], [0.08, 0.27, 0.07], [0.15, -0.29, 0.32], [-0.06, 0.01, 0.01], [0.00, 0.05, 0.17], [0.01, -0.12, -0.02], [0.09, 0.08, -0.07], [-0.05, 0.06, 0.07], [-0.14, -0.14, 0.02], [0.21, -0.06, -0.02], [-0.09, 0.13, -0.05], [-0.05, -0.15, -0.09], [-0.01, 0.06, 0.12], [0.07, -0.04, -0.17], [0.82, 0.46, -0.11], [-1.39, 1.96, -0.41], [-0.40, -0.04, -0.20], [0.31, 0.19, -0.32], [0.00, -0.05, -0.14], [0.11, 2.20, -1.53], [-0.03, 0.16, -0.05], [0.03, 0.14, 0.01], [0.10, -0.07, -0.08], [-0.05, 0.10, 0.18], [-0.01, -0.06, 0.07], [-0.04, 0.08, -0.15], [-0.10, 0.18, 0.01], [-0.14, 0.05, 0.14], [-0.04, -0.10, -0.14], [-0.02, 0.19, 0.15], [-0.16, -0.08, -0.23], [-0.04, -0.25, -0.13], [0.15, 0.28, 0.23], [0.00, 0.11, 0.03], [-0.31, -0.16, 0.04], [0.00, 0.07, -0.34], [0.11, -0.03, -0.12], [-0.13, 0.08, -0.12], [0.14, 0.11, -0.03], [-0.02, 0.00, 0.06], [-0.10, 0.01, 0.06], [0.14, 0.02, -0.01], [-0.06, -0.24, -0.50], [-0.04, -0.23, 0.04], [0.15, 0.02, -0.03], [-0.37, -0.05, -0.10], [0.10, -0.28, 0.01], [-2.09, -0.15, -0.71], [2.10, -1.66, 0.26], [-0.36, -0.47, -0.16], [0.05, -0.59, 0.43], [0.22, 0.47, 0.74], [0.20, 0.28, 0.03], [0.20, -0.04, -0.30], [0.08, 0.16, -0.04], [0.23, -0.25, -0.35], [-0.09, -0.13, -0.18], [0.04, 0.12, -0.10], [0.00, 0.60, 1.12], [-0.10, -0.05, -0.17], [-0.05, 0.04, 0.14], [-0.09, -0.17, -0.03], [-0.14, 0.25, -0.21], [-1.30, 0.75, 0.91], [0.46, -0.10, -2.17], [1.22, -0.41, 1.14], [-0.06, 0.16, 1.22], [0.40, -0.16, 0.16], [1.01, -0.25, -0.02], [-0.16, -0.08, -2.04], [-0.44, 0.13, 0.03], [-0.55, 0.06, 0.11], [-0.21, 0.23, 2.85], [1.92, -0.58, -0.85], [-1.79, 0.37, -1.19], [0.37, 0.01, 0.02], [-0.11, 0.03, -0.02], [-0.14, 0.01, -0.17], [-0.32, 0.18, -0.08]], "homo_lumo_gap_ev": [3.9, 3.9], "charge": -1, "total_energy_ha": -2578.37927}

=====

[3]
{"formula": "C3H5NOS", "method": "ωB97M-V with the def2-TZVPD basis set", "species": ["C", "C", "O", "N", "C", "S", "H", "H", "H", "H", "H"], "xyz": [[-1.0527, 0.8164, -1.1733], [0.2350, 0.3980, -0.4673], [1.2820, 1.0118, -0.6396], [0.0812, -0.6570, 0.4764], [1.0299, -0.9516, 1.4343], [2.3574, -0.1689, 1.8341], [-1.6567, -0.0920, -1.1537], [-1.5116, 1.5319, -0.5255], [-0.7920, 1.2726, -2.1589], [-0.7733, -1.2177, 0.4607], [0.8010, -1.9434, 1.9127]], "atomic_forces_ev_per_a": [[1.33, -1.09, -0.06], [1.01, 1.57, -0.21], [-1.63, -1.40, 0.34], [0.29, 0.70, -0.44], [-0.78, -1.83, 0.04], [0.61, 0.38, 0.37], [-0.51, 0.33, -0.82], [-0.42, 0.63, 0.30], [-0.51, -0.67, 0.82], [0.59, 0.41, -0.04], [0.01, 0.96, -0.30]], "smiles": "CC(=O)NC=S", "homo_lumo_gap_ev": 8.5, "e_above_lowest_kcal_mol": 18.62, "total_energy_ha": -645.48200}